85
Properties=species:S:1:pos:R:3 method="wB97M-V/def2-TZVPD" e_homo_ev=-9.70 gap_ev=4.992 max_force_ev_per_a=7.539 total_charge=+1
C 0.82495 -0.62976 6.40578
C -0.69031 -0.82023 6.52061
O -1.37852 0.44595 6.85250
B -1.98496 0.83984 5.70994
O -1.26595 1.41950 4.73232
N -3.50937 0.53755 5.57080
N -3.83259 -0.73336 5.72225
C -5.10381 -1.02508 5.61078
B -5.57297 -2.56457 5.79576
C -4.91669 -3.60050 4.80188
O -6.45354 -2.92836 6.75640
C -6.11110 -0.06172 5.30667
C -5.71557 1.24879 5.16035
I -7.16056 2.70221 4.71338
C -4.32911 1.54173 5.32356
Br -3.79115 3.34362 5.17914
H 1.28244 -0.82635 7.38311
H 1.09059 0.36718 6.04358
H 1.22358 -1.38512 5.71572
H -0.94346 -1.53393 7.31355
H -1.12139 -1.24218 5.59623
H -1.82101 1.74428 4.00858
H -5.03582 -3.21976 3.77662
H -3.84266 -3.60862 5.05083
H -5.34446 -4.60097 4.90885
H -6.70933 -2.18198 7.31630
H -7.15353 -0.35269 5.20702
O 0.36341 -1.78952 2.70290
P 0.87844 -1.70082 1.28015
N 2.37010 -0.89005 1.62445
C 3.08710 -0.00448 0.72176
C 3.34365 -1.73018 2.32454
N -0.34951 -0.56100 0.74906
C -0.05903 0.84185 0.51641
C -1.59673 -0.64169 1.49054
N 1.33981 -2.01520 -0.39545
C 0.37488 -1.82896 -1.49149
C 1.77464 -3.44153 -0.48482
H 3.53409 -0.52610 -0.13361
H 3.90115 0.48212 1.26531
H 2.47620 0.80967 0.34840
H 3.82870 -2.44515 1.64591
H 2.86381 -2.29341 3.12669
H 4.12509 -1.12237 2.78360
H 0.32973 1.34555 1.41303
H -0.96438 1.36605 0.19569
H 0.63438 0.98422 -0.31258
H -1.52630 -0.12345 2.45976
H -1.88022 -1.67570 1.67926
H -2.41663 -0.18929 0.92295
H -0.58717 -2.30358 -1.28870
H 0.77129 -2.25851 -2.41467
H 0.21603 -0.77892 -1.71866
H 0.93528 -4.12383 -0.32457
H 2.53298 -3.66758 0.27014
H 2.21632 -3.65428 -1.45749
O 0.72542 0.54441 -4.32696
P 1.24059 1.43380 -5.43438
N 2.03486 0.20702 -6.36723
C 3.18457 0.40275 -7.23372
C 1.10849 -0.71596 -7.02494
N 2.39276 2.28477 -4.42190
C 3.82178 2.04033 -4.50089
C 2.03367 2.34681 -3.00531
N 1.43242 2.64679 -6.70957
C 1.84259 4.02141 -6.38361
C 0.12309 2.77802 -7.41480
H 2.95317 0.98025 -8.13768
H 3.56044 -0.57059 -7.55936
H 4.02272 0.87004 -6.73057
H 0.64585 -0.26588 -7.91457
H 0.31244 -1.01766 -6.34227
H 1.62189 -1.62598 -7.33980
H 4.08265 0.99490 -4.29017
H 4.35212 2.67406 -3.78483
H 4.23398 2.33218 -5.46726
H 2.27163 1.41033 -2.48307
H 0.97210 2.55087 -2.87471
H 2.57810 3.15935 -2.51562
H 1.26328 4.45056 -5.56420
H 1.70938 4.66097 -7.26038
H 2.90009 4.08133 -6.14360
H -0.63722 3.21920 -6.76370
H -0.24590 1.80096 -7.73847
H 0.21953 3.39625 -8.30676